1.
42
Properties=species:S:1:pos:R:3:forces:R:3:mulliken_charge:R:1 method="wB97M-V/def2-TZVPD" e_tot_ha=-3869.46862 e_above_lowest_kcal_mol=4.2 homo_lumo_gap_ev=6.784 charge=-1 homo_energy_ev=-4.48
Ir 0.204727 0.202314 -0.572287 -0.20 -0.32 -0.58 0.634
O 1.997516 0.445302 3.049780 0.07 0.02 0.02 -0.818
C 1.565022 0.225989 1.921511 -0.20 0.00 -0.10 0.360
N 0.392917 0.585877 1.377489 0.34 -0.44 -0.16 0.088
C -0.515425 1.551624 1.830630 -0.15 0.17 0.13 0.785
C -0.448090 2.201720 3.056082 0.02 -0.01 0.03 -0.816
C -1.407220 3.155261 3.383341 0.03 -0.01 0.01 -0.543
C -2.433829 3.452853 2.505059 -0.03 0.00 -0.03 -0.575
C -2.517959 2.802880 1.276605 0.01 0.03 -0.03 -0.477
C -1.564077 1.863890 0.927437 -0.02 -0.11 0.07 -0.184
N -1.588575 1.084832 -0.258636 0.18 0.35 0.08 -0.097
C -2.693110 0.410607 -0.612129 0.03 0.00 0.11 0.340
O -3.872973 0.715129 -0.474778 0.01 -0.04 -0.01 -0.753
C -2.323602 -0.980281 -1.076875 -0.04 -0.09 -0.03 0.377
C -3.247362 -1.836727 -1.649215 -0.01 0.06 0.03 -0.692
C -2.870167 -3.130882 -1.948165 -0.06 -0.01 -0.02 -0.201
C -1.579979 -3.540649 -1.642389 0.07 -0.04 0.02 -0.829
C -0.709915 -2.641557 -1.061579 -0.02 0.02 0.14 -0.034
N -1.072564 -1.385266 -0.779152 -0.11 0.16 -0.06 0.136
C 2.438900 -0.557675 0.929578 -0.01 -0.02 0.14 0.471
C 3.680277 -1.016552 1.322382 0.04 -0.05 0.01 -0.572
C 4.481286 -1.671458 0.398310 -0.03 0.02 0.01 -0.334
C 4.021403 -1.840818 -0.897779 -0.04 0.02 0.01 -0.872
C 2.768854 -1.350798 -1.230672 0.07 -0.01 -0.11 -0.053
N 1.999808 -0.743641 -0.332764 0.25 0.19 0.32 0.218
H 0.351101 1.951052 3.737308 0.00 0.01 -0.01 0.428
H -1.343209 3.666034 4.336557 0.00 0.00 0.00 0.359
H -3.177404 4.194959 2.768522 0.00 0.00 0.00 0.362
H -3.316752 3.014736 0.581418 0.00 0.00 0.00 0.425
H -4.237763 -1.447630 -1.839615 0.00 -0.01 -0.01 0.453
H -3.566890 -3.816469 -2.412868 0.00 0.00 0.00 0.416
H -1.241386 -4.544998 -1.855313 0.00 0.00 0.00 0.376
H 0.306761 -2.908166 -0.806376 0.00 0.00 -0.02 0.442
H 3.983700 -0.830451 2.343005 0.01 0.00 -0.01 0.499
H 5.462360 -2.030574 0.681795 0.00 -0.01 0.00 0.411
H 4.624780 -2.321690 -1.654493 0.00 0.00 0.00 0.395
H 2.362775 -1.399085 -2.234138 0.00 0.00 0.00 0.524
O 2.368445 1.743085 -3.601609 0.09 -0.07 -0.04 -0.699
Se 1.032924 1.772188 -2.712380 0.08 0.11 0.30 1.159
O 1.429704 1.807981 -1.033928 -0.43 0.02 -0.25 -0.687
O 0.290784 0.234658 -2.679495 0.06 -0.01 0.13 -0.757
O -0.035809 2.912398 -3.060167 0.00 0.07 -0.12 -0.665

2.
59
Properties=species:S:1:pos:R:3:forces:R:3:mulliken_charge:R:1 method="wB97M-V/def2-TZVPD" e_tot_ha=-2627.17379 homo_lumo_gap_ev=5.602 charge=-1 homo_energy_ev=-3.60
Rb -1.566097 -1.901326 -0.427284 0.26 0.00 0.01 0.695
C -0.132630 -4.009453 -4.711741 1.20 0.87 -0.85 -0.817
O 0.179416 -2.686969 -4.222387 -0.41 0.28 -0.50 -0.316
C 0.842884 -2.494397 -3.090229 1.61 -1.31 1.43 0.527
O 1.048448 -1.384942 -2.617200 -0.74 0.46 -0.58 -0.483
N 1.340213 -3.619296 -2.512985 -0.10 -0.40 -0.54 -0.006
N 2.078073 -3.529553 -1.322842 -0.41 0.98 0.16 -0.476
H -0.920878 -4.399178 -4.112757 -0.69 -0.60 0.32 0.372
H 0.751823 -4.687628 -4.744270 -0.56 0.57 0.11 0.328
H -0.429542 -3.776068 -5.740705 -0.21 -0.51 0.31 0.252
H 0.855869 -4.482165 -2.756024 0.24 0.22 0.67 0.245
H 2.633951 -4.349884 -1.162926 -0.02 -0.40 -0.37 0.243
H 1.448559 -3.431153 -0.511097 0.05 -0.26 -0.12 -0.087
S -0.893504 -5.225082 -0.566449 0.14 -0.03 -0.74 -0.299
C -1.509137 -4.653339 0.927747 -0.50 -0.97 0.53 0.096
C -2.853966 -5.114655 1.242901 1.33 0.78 -0.36 -0.043
N -3.931335 -5.465550 1.403427 -1.02 -0.37 0.23 -0.561
C -0.829047 -3.906235 1.849157 -0.67 1.20 0.69 -0.262
S 0.751635 -3.239387 1.709158 0.23 0.18 -0.01 -0.287
C -1.682747 -3.218265 2.833130 0.23 -0.86 -1.15 0.317
N -2.488036 -2.584057 3.358532 -0.07 0.17 0.57 -0.557
O -1.036843 0.250938 -3.129795 0.84 -1.23 -0.39 -0.492
N -0.850350 1.087033 -2.095663 -0.30 1.39 0.60 0.186
C -1.704389 2.033586 -2.014132 0.04 -0.66 -1.25 -0.636
C -1.621014 3.037095 -0.976420 -0.61 0.04 1.59 0.841
C -2.436424 4.137337 -1.168040 -0.25 0.99 -0.55 -0.707
C -2.677908 5.090898 -0.198483 0.08 -1.04 1.13 -0.891
C -2.240385 4.827174 1.104223 0.72 -0.13 -0.32 -0.460
C -1.406280 3.733364 1.372401 0.11 0.34 -1.75 -0.731
C -1.040355 2.858555 0.310553 0.09 -0.92 0.92 0.318
P -0.108382 1.224374 0.615714 0.01 1.05 0.11 0.390
C 0.063070 1.088666 2.494165 -0.72 0.09 -2.01 0.264
C -0.842144 0.174907 2.995222 -1.06 -0.21 0.00 -0.107
C -0.954870 -0.037372 4.378429 0.18 1.12 -1.20 -0.808
C -0.134887 0.719057 5.212824 -0.21 -1.06 -0.87 -0.544
C 0.788991 1.605984 4.689568 -0.21 -0.16 0.71 -0.633
C 0.855401 1.805180 3.345647 1.24 0.77 -0.89 0.096
C 1.538333 1.620978 -0.180176 -0.08 -1.99 0.91 0.589
C 2.289266 0.456570 -0.443868 1.32 0.36 -0.49 -0.491
C 3.619367 0.535882 -0.998742 -2.29 1.00 0.64 -0.861
C 4.094097 1.790719 -1.294409 1.05 2.08 0.00 -0.318
C 3.357444 2.975294 -0.998492 0.38 -1.15 -0.51 -0.531
C 2.092124 2.849237 -0.457032 -0.46 2.81 -0.24 -0.092
H -0.191733 -0.305989 -3.053053 -0.81 0.19 -0.40 0.440
H -2.543619 2.131686 -2.762272 0.94 -0.15 0.64 0.232
H -2.923161 4.275357 -2.130443 0.13 -0.10 -0.02 0.315
H -3.315037 5.921226 -0.400490 -0.28 0.50 -0.14 0.393
H -2.461919 5.486532 1.928777 -0.18 0.22 -0.01 0.398
H -0.980728 3.680242 2.361917 0.01 -0.55 0.08 0.363
H -1.554666 -0.276307 2.265821 0.70 -0.02 0.95 0.180
H -1.739051 -0.687002 4.700513 -0.04 -0.45 0.47 0.517
H -0.143087 0.478639 6.238417 -0.07 0.13 1.23 0.384
H 1.455819 2.130096 5.337580 0.31 0.31 0.40 0.428
H 1.580661 2.490318 2.912111 -0.03 0.06 0.18 0.403
H 1.850442 -0.517679 -0.242456 0.14 0.07 -0.01 0.360
H 4.223926 -0.304566 -1.235050 0.07 -0.82 0.01 0.493
H 5.113138 1.973452 -1.720865 -0.95 -0.56 0.32 0.266
H 3.749235 3.972075 -1.247977 -0.10 -0.61 0.15 0.369
H 1.541966 3.845045 -0.341181 0.42 -1.70 0.19 0.195

3.
17
Properties=species:S:1:pos:R:3:forces:R:3:mulliken_charge:R:1 method="wB97M-V/def2-TZVPD" e_tot_ha=-346.94995 smiles=C[C@@H](O)[C@H]1CCO1 e_above_lowest_kcal_mol=47.4 homo_lumo_gap_ev=11.123 homo_energy_ev=-10.07
C 0.524815 2.249838 0.386424 -0.05 -0.01 0.03 -1.443
C 0.771441 0.742182 0.377077 0.03 0.07 -0.24 0.244
O 0.607359 0.173348 1.657013 -0.01 -0.02 0.19 -0.602
C -0.169725 -0.033682 -0.559095 0.11 0.17 -0.09 0.148
C 0.195843 -1.502465 -0.814611 0.10 -0.07 -0.05 -0.752
C -1.190839 -1.804478 -0.245199 -0.14 -0.29 -0.06 -0.288
O -1.367680 -0.433782 0.168235 -0.09 0.12 -0.09 -0.557
H 1.126559 2.717324 1.172405 -0.09 -0.11 -0.11 0.366
H 0.802130 2.706823 -0.572158 -0.08 -0.14 0.13 0.359
H -0.528945 2.470387 0.587452 0.10 -0.03 -0.02 0.289
H 1.811208 0.554205 0.063508 -0.24 0.00 -0.02 0.333
H -0.311208 -0.159819 1.636838 0.23 0.14 0.29 0.370
H -0.462421 0.540523 -1.445513 0.19 -0.03 0.06 0.430
H 0.388658 -1.811596 -1.843181 -0.03 0.11 0.13 0.332
H 1.010328 -1.827786 -0.161580 -0.13 0.01 -0.12 0.249
H -1.242516 -2.510333 0.591080 -0.02 0.17 -0.08 0.267
H -1.949448 -2.063442 -0.990800 0.11 -0.06 0.05 0.254

Repeat the third record exactly.
17
Properties=species:S:1:pos:R:3:forces:R:3:mulliken_charge:R:1 method="wB97M-V/def2-TZVPD" e_tot_ha=-346.94995 smiles=C[C@@H](O)[C@H]1CCO1 e_above_lowest_kcal_mol=47.4 homo_lumo_gap_ev=11.123 homo_energy_ev=-10.07
C 0.524815 2.249838 0.386424 -0.05 -0.01 0.03 -1.443
C 0.771441 0.742182 0.377077 0.03 0.07 -0.24 0.244
O 0.607359 0.173348 1.657013 -0.01 -0.02 0.19 -0.602
C -0.169725 -0.033682 -0.559095 0.11 0.17 -0.09 0.148
C 0.195843 -1.502465 -0.814611 0.10 -0.07 -0.05 -0.752
C -1.190839 -1.804478 -0.245199 -0.14 -0.29 -0.06 -0.288
O -1.367680 -0.433782 0.168235 -0.09 0.12 -0.09 -0.557
H 1.126559 2.717324 1.172405 -0.09 -0.11 -0.11 0.366
H 0.802130 2.706823 -0.572158 -0.08 -0.14 0.13 0.359
H -0.528945 2.470387 0.587452 0.10 -0.03 -0.02 0.289
H 1.811208 0.554205 0.063508 -0.24 0.00 -0.02 0.333
H -0.311208 -0.159819 1.636838 0.23 0.14 0.29 0.370
H -0.462421 0.540523 -1.445513 0.19 -0.03 0.06 0.430
H 0.388658 -1.811596 -1.843181 -0.03 0.11 0.13 0.332
H 1.010328 -1.827786 -0.161580 -0.13 0.01 -0.12 0.249
H -1.242516 -2.510333 0.591080 -0.02 0.17 -0.08 0.267
H -1.949448 -2.063442 -0.990800 0.11 -0.06 0.05 0.254